DFT (the ωB97M-V functional and the def2-TZVPD basis) results for the ion C44H50N4O2 with charge +2.

Output
Spin multiplicity = 1
Largest force on an atom = 1.0 eV Å⁻¹
M = 666.910 g/mol
Lowest unoccupied orbital energy = -3.7 eV
Frontier orbital gap = 8.2 eV
Net charge = +2

Cartesian coordinates (Å):
1 O -5.62 2.96 0.83
2 O 5.68 -3.78 0.00
3 N 0.77 1.82 -0.18
4 N -0.57 -1.41 0.08
5 N 4.83 -0.08 0.72
6 N -5.04 -0.38 -0.53
7 C -6.18 -1.17 -1.09
8 C 3.72 -1.73 -0.81
9 C 0.65 -1.41 -0.55
10 C 2.59 2.82 0.76
11 C -2.86 -0.92 0.49
12 C -3.73 -1.07 -0.79
13 C -2.48 -2.32 0.94
14 C -3.25 -3.31 1.50
15 C -2.68 -4.56 1.71
16 C -7.52 -0.56 -0.80
17 C 3.96 -2.86 -1.46
18 C 0.97 4.31 -0.23
19 C 1.40 3.03 0.07
20 C -0.58 -3.81 0.77
21 C 1.51 0.71 0.43
22 C 2.83 -0.65 -1.37
23 C 3.65 0.63 -1.41
24 C -2.58 0.90 -1.69
25 C -1.38 0.80 -0.77
26 C -1.16 -2.56 0.57
27 C -3.74 -0.14 1.47
28 C 2.86 1.34 0.89
29 C -4.53 3.69 0.29
30 C 3.29 0.88 2.30
31 C -5.16 -0.30 0.95
32 C 6.27 -0.13 0.35
33 C -3.53 2.83 -0.42
34 C 7.17 0.11 -1.95
35 C -0.40 1.70 -0.89
36 C 4.81 -4.03 -1.08
37 C -3.04 -0.52 -2.02
38 C -5.05 0.98 -1.14
39 C 4.72 0.36 2.14
40 C 4.07 0.99 0.00
41 C -3.72 1.66 -1.02
42 C 6.57 -0.63 -1.03
43 C 2.95 5.17 0.86
44 C 3.38 3.88 1.15
45 C 4.19 -1.42 0.58
46 C 1.77 5.37 0.17
47 C 1.60 -0.47 -0.50
48 C -1.46 -0.27 0.30
49 C -1.36 -4.80 1.33
50 C -8.42 -1.13 -0.01
51 H 3.50 -3.00 -2.43
52 H -4.90 4.45 -0.42
53 H -2.29 1.42 -2.60
54 H -3.71 -0.54 -2.89
55 H 4.30 3.72 1.69
56 H -9.38 -0.69 0.15
57 H 5.39 -4.33 -1.97
58 H 6.34 -1.66 -1.22
59 H -5.60 -1.23 1.31
60 H 3.26 1.72 3.00
61 H 6.76 -0.79 1.07
62 H 4.14 -4.87 -0.84
63 H 6.22 -4.56 0.16
64 H -5.29 0.88 -2.20
65 H -4.00 4.22 1.10
66 H -0.94 -5.78 1.49
67 H 3.07 1.46 -1.81
68 H 4.73 1.87 -0.03
69 H 7.43 -0.29 -2.91
70 H -3.65 -0.52 2.49
71 H 2.52 -0.92 -2.38
72 H 3.31 -1.43 1.23
73 H 7.44 1.14 -1.78
74 H 0.04 4.49 -0.75
75 H 0.44 -4.00 0.49
76 H -3.95 -2.14 -0.93
77 H 1.45 6.38 -0.06
78 H -4.27 -3.13 1.79
79 H 2.63 0.11 2.69
80 H -3.46 0.92 1.47
81 H 4.52 0.50 -2.06
82 H -0.52 2.48 -1.63
83 H -3.26 -5.35 2.16
84 H -2.18 -1.14 -2.26
85 H 4.95 -0.46 2.81
86 H -1.21 0.19 1.27
87 H 6.68 0.88 0.46
88 H 3.55 6.01 1.16
89 H -5.82 1.58 -0.65
90 H -8.24 -2.07 0.48
91 H -6.19 3.57 1.30
92 H -6.03 -1.25 -2.17
93 H 0.97 0.39 1.33
94 H -7.75 0.37 -1.30
95 H 0.83 -2.30 -1.14
96 H -2.54 3.26 -0.44
97 H 4.89 -2.18 0.92
98 H -6.14 -2.18 -0.66
99 H 5.44 1.17 2.30
100 H -5.80 0.53 1.23